Entry 1:
A cluster of 2 separate species, C2H6NO2 in total. Source: OMol25; level of theory: ωB97M-V with the def2-TZVPD basis set.

Values from the calculation:
DFT total energy = -7732.53227 eV
spin multiplicity = 2
energy relative to the best compared isomer or geometry (same formula, charge and spin) = 72.9 kJ/mol
net charge = +2

The geometry in XYZ format:
```
11
Properties=species:S:1:pos:R:3:forces:R:3:nbo_charge:R:1
C -0.51709 -1.81717 0.30036 -0.985 -3.845 -1.708 0.179
N 0.04548 -1.44734 -0.78980 -0.490 4.287 4.460 -0.546
H -0.78885 -1.28246 1.14857 0.171 1.904 1.143 0.237
H -0.93112 -2.89787 0.41781 1.111 1.662 -0.711 0.282
H 0.23810 -2.00850 -1.50384 0.737 -3.659 -3.793 0.441
H 0.42588 -0.48873 -0.96532 -0.468 -1.303 0.536 0.410
O -0.30083 1.43499 -1.03047 -1.822 -2.056 -4.206 -0.026
C 0.07807 2.00705 -0.11569 2.698 1.175 7.331 0.629
O 0.64251 1.37889 1.01889 -0.893 1.216 -2.972 -0.535
H -0.11527 3.09610 0.04480 0.038 0.493 -0.453 0.363
H 1.22311 2.02505 1.47469 -0.097 0.127 0.372 0.565
```
Positions in Å, forces in eV/Å.

Entry 2:
The molecule C7H12P2. Source: OMol25; level of theory: ωB97M-V with the def2-TZVPD basis set.

Values from the calculation:
SMILES = CC1=C(C)C1(C)P(C)#P
DFT total energy = -26025.12344 eV
energy relative to the best compared isomer or geometry (same formula, charge and spin) = 449.8 kJ/mol

The geometry in XYZ format:
```
21
Properties=species:S:1:pos:R:3:forces:R:3:nbo_charge:R:1
C -1.35279 1.24396 -2.31663 -2.224 -3.024 1.230 -0.647
C -0.98238 0.73355 -0.93894 0.365 -0.332 0.331 0.064
C -1.02100 0.78800 0.36790 0.985 -1.335 0.366 0.040
C -0.82056 1.44937 1.74135 0.411 -1.418 -1.501 -0.648
C -0.09094 -0.31337 -0.29129 -1.472 1.318 0.004 -0.412
C -0.31987 -1.81222 -0.47760 2.160 -0.780 0.488 -0.637
P 1.62061 0.17489 0.05788 -0.360 -0.314 -0.034 0.482
C 2.01857 -0.95037 1.52401 0.509 3.638 0.166 -0.915
P 2.25574 -0.00748 -1.85878 1.050 -0.156 -0.215 -0.063
H -1.74735 0.32743 -2.97759 0.789 2.055 1.448 0.224
H -0.51072 1.64773 -2.78779 1.081 0.885 -0.729 0.243
H -2.17460 1.92139 -2.07417 0.133 0.274 -0.898 0.230
H -1.56153 2.19906 1.83882 -0.151 1.216 0.468 0.232
H 0.24567 1.73023 1.72195 -0.431 0.912 -0.255 0.239
H -0.78537 0.81903 2.63216 -0.824 -0.578 -0.393 0.228
H 0.68409 -2.35762 -0.33162 -1.394 0.779 -0.405 0.207
H -0.68917 -2.18566 -1.42727 -0.123 0.583 -0.385 0.220
H -0.92538 -2.25141 0.27048 -0.984 -0.300 0.942 0.211
H 1.56720 -1.87470 1.40494 0.075 -2.164 -0.468 0.226
H 1.46956 -0.51272 2.42472 1.185 -0.149 -1.052 0.230
H 3.12023 -0.76908 1.49746 -0.781 -1.110 0.894 0.247
```
Positions in Å, forces in eV/Å.

Entry 3:
A cluster of 2 separate species, CH2F2N2 in total. Source: OMol25; level of theory: ωB97M-V with the def2-TZVPD basis set.

Values from the calculation:
DFT total energy = -9479.88358 eV
energy relative to the best compared isomer or geometry (same formula, charge and spin) = 360.2 kJ/mol

The geometry in XYZ format:
```
7
Properties=species:S:1:pos:R:3:forces:R:3:nbo_charge:R:1
C -0.34305 0.32646 -1.17714 -0.431 -0.557 -0.584 0.951
N -0.17397 -0.11418 -0.04430 0.284 0.204 0.505 -0.726
N 0.52362 -0.37971 2.56441 -0.416 -0.227 0.313 -0.236
F -0.98346 -0.24871 -2.20261 0.185 0.213 0.374 -0.315
F 0.10884 1.48308 -1.57991 0.080 0.173 -0.071 -0.289
H -0.56899 -1.01218 0.19779 -0.116 -0.013 -0.336 0.393
H 1.43702 -0.05476 2.24177 0.415 0.208 -0.203 0.222
```
Positions in Å, forces in eV/Å.

Entry 4:
A cluster of 3 separate species, C2H11NO3 in total. Source: OMol25; level of theory: ωB97M-V with the def2-TZVPD basis set.

Values from the calculation:
SMILES = NCCO.O.O
DFT total energy = -9884.63381 eV
energy relative to the best compared isomer or geometry (same formula, charge and spin) = 54.6 kJ/mol

The geometry in XYZ format:
```
17
Properties=species:S:1:pos:R:3:forces:R:3:nbo_charge:R:1
N 0.01951 2.03739 1.56206 -0.457 -0.520 0.055 -0.851
C 0.41389 1.33379 0.35047 0.694 0.305 -0.582 -0.243
C -0.64564 1.33330 -0.73854 -0.546 0.437 -0.153 -0.069
O -0.17111 0.72314 -1.92746 -0.210 0.083 0.317 -0.751
H 0.02587 1.41011 2.34745 -0.063 0.109 0.266 0.356
H 0.57220 2.84750 1.78509 0.179 -0.022 -0.115 0.366
H 0.75832 0.30630 0.50792 -0.208 -0.061 0.359 0.161
H 1.28770 1.82343 -0.09283 -0.020 0.012 -0.051 0.184
H -0.94577 2.37218 -0.91772 0.348 0.003 -0.321 0.169
H -1.59490 0.88261 -0.44561 0.057 -0.382 0.430 0.155
H -0.37219 -0.22793 -1.82584 0.096 0.367 -0.227 0.494
O 0.10569 -1.91250 -1.60476 0.214 -0.341 0.086 -0.975
H 0.08760 -2.53186 -0.84660 -0.043 0.347 -0.221 0.504
H 0.99027 -1.52471 -1.62431 -0.065 -0.229 -0.004 0.476
O -0.12308 -3.19402 0.84921 0.041 0.012 0.234 -0.943
H -0.96167 -2.92525 1.24361 0.051 -0.035 -0.075 0.486
H 0.55332 -2.75349 1.37787 -0.070 -0.086 0.001 0.480
```
Positions in Å, forces in eV/Å.

Entry 5:
A structure of composition C3H3N3O. Source: OMol25; level of theory: ωB97M-V with the def2-TZVPD basis set.

Values from the calculation:
DFT total energy = -9671.70172 eV
energy relative to the best compared isomer or geometry (same formula, charge and spin) = 555.0 kJ/mol

The geometry in XYZ format:
```
10
Properties=species:S:1:pos:R:3:forces:R:3:nbo_charge:R:1
C 0.86269 -1.92622 -1.01621 -0.854 0.241 -0.467 0.380
C -1.16679 0.36311 0.28769 1.791 2.276 0.374 0.067
C 0.20026 1.17496 0.38686 -2.643 0.332 3.143 -0.125
N 1.38279 -2.63216 -1.74276 1.184 -1.319 -1.248 -0.277
N -0.95392 -0.82130 -0.02753 -2.274 0.085 -0.438 -0.121
N 0.24594 -1.17518 -0.17555 2.387 1.678 2.420 -0.071
O 1.18707 0.33657 0.21537 0.719 -2.013 -1.241 -0.420
H -1.95283 0.98359 0.67813 -1.134 -0.999 -0.400 0.229
H 0.12924 2.13865 -0.05651 0.271 0.550 -2.046 0.186
H 0.06555 1.55798 1.45050 0.553 -0.831 -0.097 0.153
```
Positions in Å, forces in eV/Å.

Entry 6:
A structure of composition C29H23AuFINO5Te. Source: OMol25; level of theory: ωB97M-V with the def2-TZVPD basis set.

Values from the calculation:
DFT total energy = -63970.43618 eV
spin multiplicity = 3
energy relative to the best compared isomer or geometry (same formula, charge and spin) = 45.0 kJ/mol
net charge = +1

The geometry in XYZ format:
```
62
Properties=species:S:1:pos:R:3:forces:R:3:nbo_charge:R:1
Au 1.32077 1.32154 0.25027 0.123 -1.011 -0.451 1.147
C 4.22860 -4.29837 -2.93352 -0.083 0.079 -0.054 -0.620
C 2.80524 -4.26545 -3.48362 0.292 -0.332 -0.060 -0.031
C 2.11784 -5.60001 -3.23362 -0.189 0.107 -0.076 -0.403
C 0.66881 -5.55684 -3.69533 0.096 0.028 0.083 -0.428
C -0.04805 -4.46892 -2.94918 0.011 -0.119 -0.046 -0.015
C -1.38224 -4.57224 -2.63417 0.064 0.009 -0.036 -0.220
C -2.02493 -3.54343 -1.94973 0.073 0.141 0.058 0.406
F -3.32259 -3.68372 -1.65894 0.001 -0.022 -0.009 -0.303
C -1.36700 -2.40728 -1.57582 -0.077 -0.120 -0.019 -0.240
C -0.00780 -2.27823 -1.89799 -0.072 0.221 0.143 -0.164
C 0.67606 -1.03819 -1.54577 0.541 -0.615 -0.527 0.572
O 0.04504 -0.18230 -0.85273 0.011 0.490 0.586 -0.637
C 1.98908 -0.90967 -2.05569 -0.322 0.628 0.372 -0.359
C 2.58957 -1.98235 -2.66742 0.034 -0.207 -0.045 0.172
N 2.01254 -3.16291 -2.87358 -0.006 0.221 0.027 -0.328
C 0.66463 -3.31374 -2.56811 -0.267 0.147 0.103 0.224
C 2.78419 0.38901 -2.07101 0.273 -0.926 -0.458 0.772
O 3.83920 0.39552 -2.66718 -0.200 0.257 0.184 -0.587
O 2.24641 1.44571 -1.53102 -0.113 0.706 0.357 -0.744
H 4.71237 -5.20795 -3.28600 0.006 0.001 -0.009 0.238
H 4.21677 -4.31816 -1.84283 0.013 0.001 0.002 0.222
H 4.83631 -3.46032 -3.26932 0.016 -0.021 0.032 0.224
H 2.83824 -4.08310 -4.56160 -0.069 0.035 0.008 0.212
H 2.15615 -5.83413 -2.16622 0.053 -0.031 0.003 0.215
H 2.66744 -6.37314 -3.76797 0.052 0.013 0.020 0.237
H 0.17616 -6.51349 -3.52674 -0.020 0.010 -0.019 0.237
H 0.62819 -5.35182 -4.76938 -0.009 -0.038 -0.010 0.228
H -1.94668 -5.44979 -2.92244 -0.001 -0.004 0.017 0.243
H -1.87464 -1.61386 -1.04838 -0.015 -0.006 -0.004 0.253
H 3.60677 -1.85322 -3.00757 -0.016 0.009 0.009 0.261
C -1.20675 5.01964 -0.95431 0.264 -0.055 0.171 -0.679
Te 0.03402 3.93615 0.50747 -0.811 0.349 -0.536 1.168
C -1.87811 3.11208 0.98717 -0.045 -0.069 0.061 -0.690
C -2.90633 4.14306 0.62071 0.096 0.254 -0.141 0.021
C -4.14914 4.18531 1.23603 -0.039 -0.073 0.044 -0.220
C -5.05693 5.17754 0.89915 0.025 0.026 -0.025 -0.187
C -4.72108 6.13310 -0.05028 -0.031 -0.026 0.038 -0.191
C -3.47813 6.09962 -0.66162 0.057 -0.022 -0.104 -0.179
C -2.56648 5.10146 -0.33720 -0.153 -0.079 0.235 -0.100
H -1.18763 4.36957 -1.83611 0.100 -0.030 0.022 0.253
H -0.79730 5.98902 -1.22886 0.110 -0.038 0.050 0.254
H -1.89743 2.85118 2.04196 0.126 -0.015 -0.009 0.264
H -1.98353 2.19788 0.39407 0.135 -0.010 0.002 0.256
H -4.40451 3.44854 1.98838 0.004 0.019 0.001 0.222
H -6.01788 5.21824 1.39358 -0.008 -0.018 -0.016 0.229
H -5.42535 6.91326 -0.30519 0.007 0.005 -0.002 0.229
H -3.21667 6.84831 -1.39951 0.008 0.009 0.023 0.222
I 0.71931 0.16858 9.17252 -0.025 0.069 -0.288 0.184
C 0.65709 0.72612 7.14925 0.006 -0.075 0.316 -0.112
C 0.69469 -0.25549 6.16844 -0.008 -0.040 0.055 -0.255
C 0.68183 0.11655 4.83596 -0.004 0.056 -0.014 -0.137
C 0.62141 1.46460 4.49222 0.077 -0.034 -0.099 -0.208
C 0.56670 2.43962 5.48486 -0.027 -0.061 -0.095 -0.135
C 0.58711 2.07221 6.81842 -0.014 0.021 0.030 -0.254
C 0.64890 1.88404 3.06347 -0.203 0.351 0.283 0.819
O 0.48114 3.09125 2.78047 0.155 -0.267 0.053 -0.738
O 0.82990 0.94969 2.20192 -0.059 0.070 -0.225 -0.763
H 0.73710 -1.29817 6.45083 0.012 -0.003 -0.044 0.235
H 0.71687 -0.63247 4.05739 0.021 -0.006 0.012 0.234
H 0.51441 3.47928 5.19438 0.015 0.023 0.050 0.237
H 0.55032 2.82108 7.59706 0.012 0.018 -0.026 0.236
```
Positions in Å, forces in eV/Å.

Entry 7:
A cluster of 2 separate species, CH3Cl3N2 in total. Source: OMol25; level of theory: ωB97M-V with the def2-TZVPD basis set.

Values from the calculation:
SMILES = Cl/N=N\Cl.CCl
DFT total energy = -41630.29175 eV
energy relative to the best compared isomer or geometry (same formula, charge and spin) = 52.6 kJ/mol

The geometry in XYZ format:
```
9
Properties=species:S:1:pos:R:3:forces:R:3:nbo_charge:R:1
Cl 1.40814 2.24873 -1.95607 -0.058 0.121 -0.634 0.084
N 1.36931 0.87604 -0.90122 0.409 1.701 1.052 -0.079
N 1.14054 -0.22384 -1.24690 -0.229 -2.110 0.014 -0.099
Cl 0.81030 -0.72673 -2.86466 -0.049 0.347 -0.589 0.099
C -0.81025 -0.43223 1.45146 0.218 -0.098 0.191 -0.576
Cl -2.43063 -0.46057 0.73727 -0.234 0.008 -0.156 -0.075
H -0.64609 0.54535 1.89324 0.025 0.000 0.001 0.214
H -0.76048 -1.20409 2.21649 0.020 0.072 -0.055 0.214
H -0.08085 -0.62266 0.67038 -0.101 -0.040 0.176 0.218
```
Positions in Å, forces in eV/Å.

DFT total energy of number 2 (C7H12P2)?
-26025.12344 eV

Among the records above, which one has the lowest energy relative to the best compared isomer or geometry (same formula, charge and spin)?
C29H23AuFINO5Te